1.
ORCA calculation (wB97M-V/def2-TZVPD) on a structure of composition C17H31GeINO3Pt.

Geometry as XYZ:
```
55
Properties=species:S:1:pos:R:3:nbo_charge:R:1
Pt -0.637 0.432 0.559 1.18
C 1.353 -0.972 2.811 -0.65
C 0.829 -2.147 2.005 0.28
C -0.162 -2.984 2.786 -0.63
C 1.982 -2.996 1.483 -0.65
O 0.106 -1.627 0.818 -0.94
Ge 0.716 -1.559 -0.870 1.92
O 1.488 0.020 -0.545 -0.95
C 2.336 0.744 -1.508 0.27
C 2.454 -0.100 -2.770 -0.65
C 3.687 0.944 -0.848 -0.63
C 1.659 2.070 -1.813 -0.63
O -0.829 -0.694 -1.282 -0.93
C -2.018 -1.238 -1.976 0.28
C -1.823 -2.741 -2.118 -0.65
C -3.247 -0.935 -1.140 -0.64
C -2.076 -0.552 -3.327 -0.63
H 1.919 -1.342 3.664 0.25
H 2.012 -0.347 2.205 0.23
H 0.534 -0.363 3.200 0.21
H 0.309 -3.363 3.692 0.25
H -1.029 -2.388 3.077 0.21
H -0.509 -3.832 2.195 0.23
H 2.549 -3.424 2.308 0.27
H 1.607 -3.823 0.873 0.23
H 2.674 -2.382 0.894 0.22
H 2.922 -1.066 -2.542 0.22
H 1.469 -0.261 -3.225 0.22
H 3.079 0.390 -3.514 0.27
H 4.195 -0.010 -0.699 0.22
H 4.319 1.574 -1.473 0.24
H 3.569 1.430 0.122 0.22
H 0.606 1.919 -2.066 0.22
H 1.736 2.736 -0.953 0.20
H 2.146 2.557 -2.656 0.25
H -1.642 -3.198 -1.139 0.22
H -2.712 -3.207 -2.541 0.27
H -0.984 -2.960 -2.788 0.22
H -3.254 -1.523 -0.221 0.21
H -3.296 0.127 -0.889 0.21
H -4.140 -1.182 -1.712 0.26
H -1.202 -0.805 -3.931 0.22
H -2.966 -0.869 -3.868 0.25
H -2.114 0.532 -3.209 0.22
I -2.803 0.397 2.528 0.40
C -2.074 2.317 2.237 0.08
C -2.594 3.433 2.847 -0.25
C -1.983 4.652 2.572 -0.07
C -0.891 4.695 1.717 -0.23
C -0.442 3.525 1.142 0.08
N -1.030 2.342 1.396 -0.61
H -3.445 3.360 3.508 0.27
H -2.361 5.558 3.028 0.26
H -0.391 5.625 1.489 0.27
H 0.399 3.510 0.466 0.23
```

Calculated values
calculated total energy	-3440.15846	Ha
multiplicity	4
charge	+2
orbital gap (alpha / beta)	9.410 / 6.647	eV
HOMO (alpha / beta)	-15.560 / -15.925	eV
⟨S²⟩	3.761
lowest unoccupied orbital energy (alpha / beta)	-6.150 / -9.278	eV

=====

2.
ORCA calculation (wB97M-V/def2-TZVPD) on an isolated molecule of C5H7FN2.

Geometry as XYZ:
```
15
Properties=species:S:1:pos:R:3:nbo_charge:R:1
C 2.521 0.177 0.433 0.16
C 1.437 0.468 -0.230 -0.09
C -1.014 0.396 -0.891 -0.22
C -2.134 -0.252 -0.084 -0.27
C -0.295 -0.777 0.994 0.26
H 2.629 -0.342 1.401 0.16
H 1.588 0.973 -1.157 0.21
H -1.123 1.471 -1.019 0.20
H -0.851 -0.038 -1.867 0.19
H -2.727 0.529 0.382 0.20
H -2.752 -0.954 -0.571 0.21
H 0.449 -1.198 1.647 0.19
N 0.134 0.076 -0.007 -0.43
N -1.543 -1.037 1.028 -0.44
F 3.682 0.507 -0.058 -0.33
```

Calculated values
SMILES	F/C=C/N1C=NCC1
energy above the lowest of the compared OMol25 structures with the same formula, charge and spin	39.97	kcal per mole
calculated total energy	-404.04316	Ha
multiplicity	1
orbital gap	8.877	eV
HOMO	-7.951	eV
lowest unoccupied orbital energy	0.926	eV

=====

3.
ORCA calculation (wB97M-V/def2-TZVPD) on a structure of composition C16H21F6N6NiO6S2.

Geometry as XYZ:
```
58
Properties=species:S:1:pos:R:3:nbo_charge:R:1
Ni -0.607 0.390 0.377 0.99
N 1.557 -0.235 0.544 -0.85
C 1.749 -1.629 0.948 -0.17
C 2.924 -1.750 1.937 -0.40
C 3.321 -3.147 2.446 -0.40
C 3.819 -4.116 1.359 -0.24
N 2.735 -4.570 0.518 -0.63
C 2.897 -4.899 -0.710 0.61
N 4.116 -4.955 -1.341 -0.83
N 1.806 -5.229 -1.475 -0.81
C 0.403 -2.150 1.512 0.80
O 0.306 -3.449 1.720 -0.71
O -0.515 -1.404 1.765 -0.61
H 1.877 -0.060 -0.401 0.40
H 2.026 0.403 1.172 0.39
H 1.959 -2.219 0.062 0.23
H 2.686 -1.119 2.800 0.21
H 3.799 -1.316 1.444 0.20
H 2.484 -3.600 2.978 0.21
H 4.135 -3.018 3.164 0.21
H 4.279 -4.983 1.850 0.19
H 4.601 -3.612 0.771 0.17
H 1.118 -3.937 1.334 0.52
H 4.925 -5.117 -0.768 0.39
H 4.152 -5.360 -2.259 0.39
H 0.942 -4.832 -1.130 0.42
H 1.900 -5.088 -2.469 0.38
N -0.120 1.900 1.443 -0.57
C -0.005 3.064 1.281 0.32
C 0.134 4.437 1.169 -0.22
C -0.858 5.312 1.695 -0.22
C -0.697 6.675 1.612 -0.21
C 0.438 7.234 1.015 -0.30
C 1.417 6.383 0.492 -0.21
C 1.280 5.016 0.557 -0.22
H -1.740 4.884 2.154 0.21
H -1.466 7.324 2.013 0.20
H 0.554 8.308 0.955 0.20
H 2.299 6.805 0.025 0.20
H 2.038 4.365 0.139 0.20
C -2.398 0.903 0.453 -0.76
H -2.963 0.889 1.388 0.13
H -2.815 1.611 -0.269 0.13
F -2.908 -2.014 -1.826 -0.31
C -2.316 -1.165 -2.674 0.74
F -2.497 -1.651 -3.910 -0.32
F -2.905 0.009 -2.579 -0.29
S -0.469 -1.133 -2.289 2.22
O -0.153 0.191 -1.801 -0.97
O -0.303 -2.266 -1.424 -0.95
N 0.263 -1.440 -3.665 -1.19
S 0.335 -0.173 -4.629 2.23
O -0.846 0.637 -4.592 -0.94
O 0.873 -0.538 -5.903 -0.93
C 1.722 0.898 -3.899 0.72
F 2.596 1.182 -4.881 -0.32
F 2.415 0.236 -2.952 -0.34
F 1.299 2.050 -3.400 -0.30
```

Calculated values
energy above the lowest of the compared OMol25 structures with the same formula, charge and spin	0.76	kcal per mole
calculated total energy	-4306.13255	Ha
multiplicity	3
charge	-1
orbital gap (alpha / beta)	4.121 / 7.001	eV
HOMO (alpha / beta)	-2.045 / -4.926	eV
⟨S²⟩	2.279
lowest unoccupied orbital energy (alpha / beta)	2.076 / 2.075	eV

=====

4.
ORCA calculation (wB97M-V/def2-TZVPD) on a structure of composition C22H47NO4PdSi2.

Geometry as XYZ:
```
77
Properties=species:S:1:pos:R:3:mulliken_charge:R:1
O -0.835 -2.081 -0.606 -0.12
O -2.400 -0.735 -2.672 0.00
C 0.316 -2.892 -0.385 -0.11
C 0.515 -3.545 0.967 -1.32
H 1.194 -2.272 -0.615 0.16
H 0.273 -3.662 -1.170 0.31
H 0.620 -2.786 1.755 0.19
H 1.451 -4.119 0.921 0.40
H -0.303 -4.239 1.198 0.35
C -1.824 -1.936 0.432 0.17
C -3.032 -2.791 0.106 -1.20
H -2.090 -0.865 0.438 0.05
H -1.427 -2.149 1.442 0.32
H -3.549 -2.404 -0.782 0.00
H -3.731 -2.794 0.947 0.43
H -2.743 -3.829 -0.096 0.26
C -3.458 0.219 -2.902 -0.33
C -2.172 -1.640 -3.764 -0.18
C -4.645 -0.057 -2.007 -1.43
H -3.776 0.200 -3.959 0.47
H -3.034 1.210 -2.693 0.25
H -5.088 -1.026 -2.251 0.33
H -5.416 0.706 -2.145 0.42
H -4.349 -0.060 -0.954 0.26
C -3.349 -2.553 -4.018 -1.30
H -1.281 -2.218 -3.485 0.09
H -1.930 -1.038 -4.656 0.35
H -3.628 -3.080 -3.101 0.23
H -3.091 -3.295 -4.776 0.44
H -4.212 -1.990 -4.385 0.34
H -0.561 -0.354 -1.244 -1.23
Pd 1.161 1.258 1.544 -0.49
C -0.095 0.659 -1.126 3.80
Si 0.674 1.234 -2.749 0.40
H -0.827 1.357 -0.704 0.81
H 0.718 0.547 -0.382 -2.40
C 1.355 -0.324 -3.550 -0.86
C 1.948 2.576 -2.431 -0.82
C -0.658 2.003 -3.822 -0.86
C 2.585 0.201 0.721 -0.88
Si 3.854 0.857 1.934 0.25
H 2.766 0.484 -0.328 0.28
H 2.240 -0.846 0.767 0.40
C 4.474 2.359 0.998 -1.08
C 5.180 -0.452 2.237 -1.09
C 3.174 1.291 3.623 -0.89
H -0.240 2.380 -4.768 0.39
H -1.111 2.849 -3.277 0.28
H -1.448 1.273 -4.059 0.02
H 2.224 -0.709 -2.998 0.32
H 1.660 -0.135 -4.588 0.37
H 0.590 -1.115 -3.562 0.15
H 2.538 2.413 -1.519 -0.04
H 1.431 3.542 -2.330 0.29
H 2.638 2.650 -3.283 0.35
H 5.348 -1.053 1.332 0.34
H 4.848 -1.129 3.040 0.31
H 6.134 0.010 2.538 0.32
H 2.886 0.400 4.192 0.26
H 2.298 1.954 3.581 0.24
H 3.958 1.830 4.166 0.45
H 5.459 2.651 1.389 0.35
H 3.800 3.223 1.088 0.29
H 4.584 2.137 -0.074 0.29
O -0.283 -1.437 4.496 -0.73
C 0.066 -0.525 3.734 0.38
O 0.656 -0.653 2.582 -0.05
C -0.262 0.892 4.158 0.38
C -0.945 1.182 5.344 -0.66
C -1.343 2.497 5.583 -0.28
C -1.148 3.468 4.581 -0.72
C -0.498 3.104 3.392 -0.39
N 0.006 1.865 3.260 0.18
H -1.144 0.325 5.976 0.51
H -1.801 2.735 6.539 0.42
H -1.488 4.494 4.707 0.38
H -0.409 3.752 2.513 0.41
```

Calculated values
energy above the lowest of the compared OMol25 structures with the same formula, charge and spin	2.48	kcal per mole
calculated total energy	-1928.96569	Ha
multiplicity	3
orbital gap (alpha / beta)	7.480 / 7.236	eV
HOMO (alpha / beta)	-7.503 / -8.907	eV
⟨S²⟩	2.006
lowest unoccupied orbital energy (alpha / beta)	-0.023 / -1.672	eV